Density functional theory data (ωB97M-V with the def2-TZVPD basis set) for a structure of composition C33H26BrN3PdSb in a non-equilibrium geometry.

E_LUMO (alpha / beta) in eV: -12.31 / -12.31
Frontier orbital gap (alpha / beta) in eV: 4.7 / 4.7
M in g mol⁻¹: 772.68
HOMO level (alpha / beta) in eV: -16.98 / -16.98
Net charge: +3

Last column: Löwdin charge in e.
Atoms and positions in Å:
Pd  0.32  -1.93  0.00  0.57
C  0.57  -1.97  4.46  0.02
C  1.93  -1.92  4.72  0.02
C  2.82  -1.85  3.66  0.05
C  2.32  -1.83  2.36  -0.18
N  1.00  -1.88  2.13  0.02
C  0.15  -1.96  3.14  -0.11
C  3.17  -1.80  1.16  -0.17
C  4.57  -1.86  1.19  0.06
C  5.27  -1.89  0.00  0.04
C  4.57  -1.86  -1.20  0.06
C  3.17  -1.80  -1.17  -0.17
N  2.51  -1.77  0.00  0.07
C  2.32  -1.81  -2.36  -0.20
C  2.81  -1.89  -3.67  0.05
C  1.92  -1.93  -4.72  0.02
C  0.55  -1.89  -4.46  0.02
C  0.13  -1.80  -3.14  -0.10
N  1.00  -1.77  -2.13  0.01
H  -0.15  -2.04  5.26  0.13
H  2.31  -1.94  5.73  0.14
H  3.89  -1.82  3.84  0.13
H  -0.91  -2.03  2.90  0.10
H  5.10  -1.88  2.13  0.13
H  6.34  -1.95  0.00  0.14
H  5.10  -1.89  -2.13  0.13
H  3.88  -1.91  -3.84  0.13
H  2.28  -2.01  -5.73  0.14
H  -0.17  -1.93  -5.26  0.13
H  -0.93  -1.76  -2.90  0.12
Br  -1.60  -3.38  0.01  0.21
C  -5.71  -0.04  -1.27  -0.02
C  -4.87  0.74  -2.05  -0.03
C  -3.54  0.91  -1.68  -0.11
C  -3.09  0.24  -0.55  -0.34
C  -3.91  -0.56  0.21  -0.16
C  -5.24  -0.72  -0.17  -0.03
Sb  -0.97  0.39  0.00  1.68
C  -1.33  1.44  1.89  -0.33
C  -0.80  2.71  2.03  -0.11
C  -0.95  3.36  3.24  -0.03
C  -1.63  2.76  4.28  -0.02
C  -2.14  1.48  4.14  -0.04
C  -2.01  0.82  2.93  -0.13
C  -0.30  1.95  -1.34  -0.36
C  0.83  1.79  -2.13  -0.13
C  1.24  2.82  -2.96  -0.05
C  0.51  4.00  -3.00  -0.02
C  -0.61  4.16  -2.19  -0.03
C  -1.03  3.13  -1.37  -0.14
H  -6.77  -0.08  -1.51  0.13
H  -5.23  1.23  -2.94  0.13
H  -2.89  1.52  -2.28  0.10
H  -3.54  -1.10  1.08  0.07
H  -5.88  -1.36  0.42  0.13
H  -0.27  3.18  1.22  0.10
H  -0.54  4.36  3.35  0.13
H  -1.79  3.30  5.21  0.13
H  -2.66  1.00  4.96  0.13
H  -2.45  -0.16  2.82  0.09
H  1.40  0.86  -2.10  0.08
H  2.12  2.70  -3.58  0.12
H  0.82  4.80  -3.66  0.13
H  -1.16  5.09  -2.21  0.13
H  -1.90  3.25  -0.75  0.12